DFT (ωB97M-V/def2-TZVPD) results for a molecular structure, H4O2Rb.

Cartesian coordinates (Å):
Rb 0.0840 -0.2610 -0.4609
O -2.0547 1.4939 -1.4076
H -2.7537 1.8858 -0.8667
H -1.8856 2.1329 -2.1134
O 1.9777 -1.5974 1.3320
H 1.7738 -1.6699 2.2741
H 2.8586 -1.9844 1.2425

Results
Gap between HOMO and LUMO ... 12.32 eV
Total charge ... +1
LUMO energy ... -3.687 eV



DFT (ωB97M-V/def2-TZVPD) results for C4H9NO2S in the gas phase at a distorted geometry.

Cartesian coordinates (Å):
C -1.2590 -1.6222 0.9753
N -0.0198 -0.8234 1.0344
C -0.1178 0.4524 0.3147
C 1.2470 1.1927 0.5422
S 1.6009 2.5520 -0.5996
C -0.5108 0.2816 -1.1196
O 0.4246 -0.4665 -1.7664
O -1.4404 0.7428 -1.7215
H -1.5708 -1.8040 -0.0552
H -1.0516 -2.5743 1.4610
H -1.9585 -1.0882 1.6074
H 0.8108 -1.3114 0.7117
H -0.8250 1.0357 0.9034
H 1.9814 0.3930 0.6117
H 1.1704 1.6538 1.5226
H 1.3425 1.8916 -1.7405
H 0.1760 -0.5055 -2.6817

Results
Structure (SMILES) ... CN[C@@H](CS)C(=O)O
Gap between HOMO and LUMO ... 9.93 eV
LUMO energy ... 0.634 eV



DFT (ωB97M-V/def2-TZVPD) results for a molecular structure, C27H38CoN7OPS at a distorted geometry.

Cartesian coordinates (Å):
Co -0.3799 -0.0742 0.6080
N -0.4799 0.0317 2.8938
N -0.7875 -1.2274 3.4286
C -1.6291 -2.0292 2.7264
N -2.0861 -3.1030 3.3694
S -2.1035 -1.6951 1.1538
H 0.3911 0.3419 3.3015
H -1.1920 0.7062 3.1635
H -0.7587 -1.3176 4.4329
H -1.8443 -3.3173 4.3237
H -2.6746 -3.7519 2.8755
N 0.5807 2.3882 -0.7622
P 1.3967 1.0154 -0.1849
C 2.8245 1.6084 0.7395
C 2.8571 1.5338 2.1297
C 3.9242 2.0566 2.8434
C 4.9656 2.6738 2.1653
C 4.9339 2.7744 0.7803
C 3.8720 2.2429 0.0675
C 2.0323 0.1961 -1.6560
C 1.1476 0.0416 -2.7262
C 1.5439 -0.6413 -3.8621
C 2.8232 -1.1816 -3.9343
C 3.7007 -1.0407 -2.8702
C 3.3090 -0.3536 -1.7292
C -0.7120 2.6283 -0.3316
C -1.3631 3.8271 -0.6141
C -2.6269 4.0306 -0.1055
C -3.2264 3.0415 0.6702
C -2.5386 1.8714 0.8708
N -1.2999 1.6524 0.3840
H 1.0460 3.1316 -1.2602
H 2.0275 1.0942 2.6697
H 3.9400 1.9944 3.9234
H 5.8009 3.0836 2.7174
H 5.7397 3.2681 0.2536
H 3.8643 2.3212 -1.0135
H 0.1545 0.4775 -2.6821
H 0.8608 -0.7483 -4.6947
H 3.1370 -1.7067 -4.8270
H 4.6969 -1.4585 -2.9296
H 3.9995 -0.2564 -0.9006
H -0.8652 4.5825 -1.2064
H -3.1450 4.9587 -0.3086
H -4.2145 3.1690 1.0864
H -2.9749 1.0493 1.4185
C 4.0640 -3.1375 1.3272
C 2.7179 -2.8409 0.7657
C 1.9657 -3.4677 -0.2011
C 0.7811 -2.7239 -0.3256
N 0.7974 -1.7029 0.5286
N 1.9899 -1.7800 1.1722
C -0.3427 -2.9848 -1.2689
H 4.3836 -4.1303 1.0215
H 4.0578 -3.1031 2.4171
H 4.8025 -2.4183 0.9683
H 2.2323 -4.3515 -0.7560
H 2.2443 -1.1080 1.8749
H 0.0556 -3.3613 -2.2102
H -0.9175 -2.0843 -1.4790
H -1.0236 -3.7335 -0.8627
C -3.5071 0.8891 -3.0886
C -3.2699 -0.2002 -2.0587
O -3.8014 0.0994 -0.7806
C -5.2197 -0.0088 -0.7057
C -5.6402 0.0932 0.7415
H -3.0018 0.6392 -4.0231
H -3.1185 1.8445 -2.7296
H -4.5659 1.0101 -3.3133
H -2.1911 -0.3273 -1.8994
H -3.6620 -1.1636 -2.4077
H -5.5320 -0.9711 -1.1282
H -5.6925 0.7814 -1.2970
H -5.1373 -0.6650 1.3437
H -6.7158 -0.0622 0.8238
H -5.4207 1.0797 1.1534

Results
Multiplicity ... 2
Gap between HOMO and LUMO (alpha / beta) ... 8.55 / 8.88 eV
⟨S²⟩ ... 0.7625
Total charge ... +2
LUMO energy (alpha / beta) ... -5.424 / -5.094 eV



DFT (ωB97M-V/def2-TZVPD) results for C3H11BrSi2 in the gas phase at a distorted geometry.

Cartesian coordinates (Å):
C 1.0210 1.6293 0.3406
C 1.6322 -1.4104 -0.1318
C -0.7822 0.1936 -1.7596
Si -1.4214 -0.4558 1.4066
Si 0.2494 -0.0610 -0.1378
Br -3.6128 -0.3191 0.6113
H 0.4760 2.0889 1.2829
H 1.9849 1.4558 0.7990
H 1.0827 2.3551 -0.4748
H 1.2287 -2.3713 -0.1477
H 2.3599 -1.3109 -0.8358
H 2.1728 -1.3910 0.9043
H -1.4281 1.0535 -1.6172
H -0.2535 0.3187 -2.6945
H -1.4288 -0.6470 -1.8298
H -1.8996 -1.7317 1.9900
H -1.3812 0.6033 2.2942

Results
Structure (SMILES) ... C[Si](C)(C)[SiH2]Br
Gap between HOMO and LUMO ... 9.83 eV
LUMO energy ... 0.244 eV



ΔE to the lowest compared entry with this formula, charge and spin in kcal per mole, matching the order above: 0.38 20.08 0.00 2.27